# C6H11N2

C6H11N2 in the gas phase (ωB97M-V with the def2-TZVPD basis set, the OMol25 dataset).

Last column: natural (NBO) charge in e.
CARTESIAN COORDINATES (ANGSTROEM)
C: -1.258 -2.085 -1.159  -0.622
C: -0.168 -1.293 -1.825  -0.385
C: -0.279 0.222 -1.512  -0.437
C: 0.183 0.559 -0.155  0.124
C: 1.422 0.745 0.394  -0.128
N: 1.290 0.835 1.768  -0.580
C: -0.064 0.923 2.079  -0.067
N: -0.754 0.706 0.886  -0.578
H: -2.263 -1.728 -1.414  0.196
H: -1.171 -2.196 -0.081  0.216
H: -1.341 -3.127 -1.497  0.211
H: -0.130 -1.425 -2.907  0.202
H: 0.771 -1.705 -1.442  0.204
H: -1.290 0.556 -1.745  0.211
H: 0.361 0.720 -2.248  0.224
H: 2.296 0.410 -0.147  0.211
H: 1.948 1.133 2.464  0.406
H: -0.484 0.862 3.067  0.187
H: -1.729 0.779 0.697  0.406

⟨S²⟩ = 0.756
HOMO (alpha / beta) = -0.1548 / -0.2923 Ha
Net charge = 0
Orbital gap (alpha / beta) = 0.195 / 0.332 hartree
Spin multiplicity = 2
ΔE to the lowest compared entry with this formula, charge and spin = 0.711 eV
Maximum force = 2.11 eV Å⁻¹